The following is a DFT calculation (the ωB97M-V functional and the def2-TZVPD basis) of a single C9H9NO3 molecule.

Computed properties:
LUMO level   0.0051 Eh
HOMO   -8.7 eV
SMILES   C=C(O[N+](=O)[O-])c1ccc(C)cc1
Energy relative to the best compared isomer or geometry (same formula, charge and spin)   469.3 kJ/mol
Electronic energy   -17105.499 eV

```
! wB97M-V def2-TZVPD RIJCOSX def2/J DEFGRID3
* xyz 0 1
C -3.061 1.954 -0.476
C -2.783 0.615 -0.632
O -3.771 -0.268 -1.057
N -4.445 -0.750 0.173
O -5.289 -1.557 0.002
O -3.905 -0.333 1.152
C -1.493 0.030 -0.255
C -0.808 0.602 0.772
C 0.547 0.379 1.038
C 1.288 -0.463 0.258
C 2.761 -0.750 0.365
C 0.515 -1.225 -0.642
C -0.798 -1.113 -0.877
H -3.942 2.259 -1.000
H -2.317 2.544 -0.037
H -1.426 1.059 1.528
H 1.104 0.774 1.827
H 2.878 -1.857 0.706
H 3.217 -0.636 -0.546
H 3.372 -0.076 1.031
H 0.815 -2.184 -1.092
H -1.300 -1.689 -1.630
*
```